1.
{
  "formula": "C9H7ClO",
  "method": "ωB97M-V with the def2-TZVPD basis set",
  "species": ["C", "C", "C", "C", "C", "C", "C", "C", "C", "O", "Cl", "H", "H", "H", "H", "H", "H", "H"],
  "coordinates": [[2.02307, -1.52469, -0.36822], [1.58214, -0.99329, -1.54253], [1.71614, -1.25995, 0.90100], [0.67371, 0.01481, -1.44462], [0.81798, -0.17783, 0.97604], [0.46998, 0.44740, -0.15905], [0.00789, 0.59211, 2.03556], [-0.49924, 1.84343, 1.44673], [-2.03468, 2.01286, 1.39644], [-0.46817, 0.12510, 3.04777], [0.48807, 3.27848, 1.28973], [2.75057, -2.20463, -0.58646], [2.07402, -1.27186, -2.49669], [2.16451, -1.71978, 1.73776], [0.24353, 0.62210, -2.28230], [-2.38134, 1.16957, 2.08573], [-2.37923, 1.89387, 0.38768], [-2.35111, 3.08329, 1.77125]],
  "forces_ev_per_angstrom": [[1.5, -1.6, -1.1], [-0.1, 0.7, -1.5], [-1.8, 2.1, 0.7], [-0.8, 2.4, -1.1], [-0.5, 1.6, 2.1], [-0.2, -1.3, -2.7], [0.3, -1.3, -0.2], [-2.0, 2.5, 2.0], [1.3, 0.8, 2.3], [0.5, 0.1, -0.1], [-0.4, -1.2, -0.2], [2.1, -2.2, 0.1], [-0.7, 0.0, 0.7], [0.3, -0.5, 0.7], [0.6, -0.9, 0.6], [-0.1, 1.4, -1.0], [-0.4, -0.2, -0.6], [0.5, -2.2, -0.6]],
  "max_force_ev_per_a": 3.77,
  "multiplicity": 3,
  "molar_mass_g_mol": 166.61,
  "homo_lumo_gap_ev": [7.4, 8.1],
  "e_tot_ha": -882.37065,
  "lumo_ev": [0.1, -1.7]
}

2.
{
  "formula": "C26H19NO3PSSeTc",
  "method": "ωB97M-V with the def2-TZVPD basis set",
  "species": ["Tc", "O", "S", "O", "O", "C", "C", "C", "C", "C", "C", "P", "C", "C", "C", "C", "C", "C", "C", "C", "C", "C", "C", "C", "H", "H", "H", "H", "H", "H", "H", "H", "H", "H", "H", "H", "H", "H", "C", "C", "C", "C", "C", "C", "C", "H", "H", "H", "H", "H", "Se", "C", "N"],
  "coordinates": [[-0.68698, -0.18669, -0.03739], [-0.72178, -0.89876, -2.34797], [-0.32384, -2.25445, -1.94261], [-0.91925, -3.33760, -2.66427], [-0.49877, -2.32881, -0.45746], [1.44740, -2.40334, -2.17537], [1.89163, -3.49529, -2.90745], [3.25056, -3.73084, -3.05022], [4.16614, -2.88626, -2.44314], [3.71869, -1.79484, -1.71352], [2.35946, -1.52268, -1.58304], [1.81292, -0.04985, -0.63832], [2.99593, -0.00693, 0.73598], [3.98706, 0.95682, 0.88427], [4.77784, 0.96734, 2.02728], [4.57903, 0.02015, 3.02069], [3.59598, -0.95045, 2.87178], [2.80560, -0.96306, 1.73635], [2.24852, 1.36018, -1.69939], [2.95995, 1.27255, -2.89226], [3.18980, 2.41219, -3.65125], [2.70882, 3.64280, -3.22853], [1.99042, 3.73708, -2.04421], [1.75995, 2.60128, -1.28546], [1.15872, -4.15720, -3.34632], [3.59015, -4.58475, -3.62237], [5.22839, -3.07571, -2.53249], [4.43332, -1.13973, -1.22917], [4.12204, 1.71693, 0.12396], [5.53894, 1.72894, 2.14536], [5.17798, 0.04643, 3.92251], [3.40889, -1.66375, 3.66405], [2.00464, -1.68712, 1.64012], [3.32439, 0.31509, -3.24168], [3.73724, 2.33389, -4.58242], [2.87704, 4.52607, -3.83181], [1.57681, 4.68338, -1.72196], [1.16821, 2.67253, -0.38042], [-0.36231, -0.07787, 1.69870], [0.02565, -0.09036, 3.01958], [0.59053, 1.06962, 3.64050], [1.11090, 1.00682, 4.91011], [1.10477, -0.18578, 5.64563], [0.54908, -1.32753, 5.05639], [0.02187, -1.29948, 3.78604], [0.62198, 1.99696, 3.08070], [1.53793, 1.90362, 5.34532], [1.51351, -0.22234, 6.64671], [0.53010, -2.26073, 5.60952], [-0.39310, -2.19656, 3.34306], [-2.06233, 4.51485, -1.01336], [-1.63402, 2.84224, -0.56969], [-1.34318, 1.75978, -0.24942]],
  "forces_ev_per_angstrom": [[0.1, 0.3, 0.0], [0.0, 0.0, 0.0], [0.0, 0.0, 0.0], [0.0, 0.0, 0.0], [0.0, 0.0, -0.1], [0.0, 0.0, 0.0], [0.0, 0.0, 0.0], [0.0, 0.0, 0.0], [0.0, 0.0, 0.0], [0.0, 0.0, 0.0], [0.0, 0.0, 0.0], [0.0, 0.0, 0.0], [0.0, -0.1, 0.0], [0.0, 0.0, 0.1], [0.0, 0.0, 0.0], [0.0, 0.0, 0.0], [0.0, 0.0, 0.0], [0.0, 0.1, 0.0], [0.0, 0.0, 0.0], [0.0, 0.0, 0.0], [0.0, 0.0, 0.0], [0.0, 0.0, 0.0], [0.0, 0.0, 0.0], [0.0, 0.0, 0.0], [0.0, 0.0, 0.0], [0.0, 0.0, 0.0], [0.0, 0.0, 0.0], [0.0, 0.0, 0.0], [0.0, 0.0, 0.0], [0.0, 0.0, 0.0], [0.0, 0.0, 0.0], [0.0, 0.0, 0.0], [0.0, 0.0, 0.0], [0.0, 0.0, 0.0], [0.0, 0.0, 0.0], [0.0, 0.0, 0.0], [0.0, 0.0, 0.0], [0.0, 0.0, 0.0], [-0.3, -0.3, 0.0], [0.3, 0.1, 0.0], [0.0, 0.0, 0.0], [0.0, 0.0, 0.0], [0.0, 0.0, 0.0], [0.0, 0.0, 0.0], [-0.1, 0.0, 0.0], [0.0, 0.0, 0.0], [0.0, 0.0, 0.0], [0.0, 0.0, 0.0], [0.0, 0.0, 0.0], [0.0, 0.0, 0.0], [0.1, 0.0, 0.0], [0.0, 0.0, 0.1], [-0.1, -0.1, -0.2]],
  "charge": -1,
  "max_force_ev_per_a": 0.45,
  "multiplicity": 4,
  "e_above_lowest_kcal_mol": 0.0,
  "molar_mass_g_mol": 633.44,
  "homo_lumo_gap_ev": [4.8, 7.1],
  "e_tot_ha": -4504.45412,
  "lumo_ev": [2.5, 2.4]
}

3.
{
  "formula": "CH8N2O",
  "method": "ωB97M-V with the def2-TZVPD basis set",
  "species": ["N", "H", "H", "H", "H", "N", "C", "O", "H", "H", "H", "H"],
  "coordinates": [[2.62483, 0.86429, -0.05013], [2.25279, 0.72429, 0.89466], [2.56747, 0.04083, -0.58409], [-0.41352, -2.06064, 1.80146], [1.80361, 1.36241, -0.39675], [-1.85582, 0.32407, -1.46815], [-1.49693, -0.08757, -0.24569], [-1.13766, 0.89674, 0.61379], [-1.20875, 0.79241, -2.10365], [-0.12950, -1.33791, 1.55532], [-0.65299, -0.82371, -0.29276], [-2.35352, -0.69521, 0.27600]],
  "forces_ev_per_angstrom": [[-1.2, 1.8, 0.9], [0.7, -0.7, -0.1], [0.2, -1.7, -0.3], [0.8, 1.8, -0.7], [0.3, 0.6, -0.4], [-0.4, -1.5, -1.8], [-1.3, 1.4, 2.6], [0.3, -0.8, -1.1], [0.3, 0.8, 1.2], [-0.7, -1.8, 0.8], [-0.1, -0.5, -0.6], [1.2, 0.5, -0.5]],
  "max_force_ev_per_a": 3.26,
  "multiplicity": 1,
  "e_above_lowest_kcal_mol": 159.6,
  "molar_mass_g_mol": 64.09,
  "homo_lumo_gap_ev": 6.7,
  "e_tot_ha": -227.38664,
  "lumo_ev": -3.3
}

4.
{
  "formula": "C3H5N2O",
  "method": "ωB97M-V with the def2-TZVPD basis set",
  "species": ["C", "C", "C", "N", "N", "O", "H", "H", "H", "H", "H"],
  "coordinates": [[-1.14203, 0.58477, 0.28589], [1.40744, 0.32045, -0.41541], [0.16913, -0.39112, 0.24817], [-2.48950, -1.44093, 0.03321], [-2.10444, -0.44847, 0.31177], [-1.40434, 1.69550, 0.37857], [2.24788, -0.21517, -0.23463], [1.23902, 0.49220, -1.52095], [1.58944, 1.29282, 0.05745], [0.57877, -0.64505, 1.16381], [-0.09137, -1.24500, -0.30787]],
  "forces_ev_per_angstrom": [[5.8, -0.7, 0.9], [-3.6, 2.3, -1.5], [1.0, 3.7, -2.6], [-0.1, 1.0, 0.5], [-4.6, -4.1, -0.7], [-0.4, 1.6, -0.2], [2.5, -2.0, 0.3], [0.3, -0.3, 1.3], [-0.3, -0.1, -0.1], [-0.3, -0.5, 2.5], [-0.4, -1.1, -0.6]],
  "charge": 1,
  "max_force_ev_per_a": 6.24,
  "smiles": "CCC(=O)[N+]#N",
  "multiplicity": 1,
  "e_above_lowest_kcal_mol": 94.1,
  "molar_mass_g_mol": 85.09,
  "homo_lumo_gap_ev": 9.8,
  "e_tot_ha": -301.67928,
  "lumo_ev": -7.6
}

5.
{
  "formula": "C8H10N2O",
  "method": "ωB97M-V with the def2-TZVPD basis set",
  "species": ["C", "C", "C", "C", "C", "C", "C", "C", "H", "H", "H", "H", "H", "H", "H", "H", "H", "H", "N", "N", "O"],
  "coordinates": [[-0.90926, 2.48685, -1.43685], [1.28434, -0.21220, -1.93460], [0.82029, -0.66393, -0.71034], [-0.06429, 0.39026, -0.32843], [-0.78457, 0.38432, 1.02351], [-0.83551, -0.94521, 1.62281], [0.62276, -1.80392, 1.52167], [1.26683, -1.82099, 0.10194], [-1.20601, 2.29102, -2.34299], [-1.62631, 2.48357, -0.26496], [-0.05349, 3.30447, -1.26585], [1.89933, -0.81387, -2.50474], [-0.02639, 1.04103, 2.04549], [-1.97830, 1.01782, 0.55216], [-1.26345, -0.92930, 2.80864], [-1.36689, -1.53044, 0.89852], [0.46816, -2.96708, 2.01499], [1.27849, -1.23430, 2.04477], [-0.05514, 1.26450, -1.39372], [0.61758, 0.94228, -2.31196], [1.91183, -2.68488, -0.14005]],
  "forces_ev_per_angstrom": [[4.0, 1.0, 8.8], [-1.9, 0.9, -0.1], [-0.2, 2.4, -0.2], [0.8, -1.7, 1.5], [0.5, 5.4, -0.4], [0.7, -2.8, 2.1], [-4.2, -1.9, 0.0], [-8.4, 7.6, 4.3], [-3.2, 0.8, -4.9], [1.9, 0.1, -4.5], [-2.6, -1.1, -0.8], [1.3, -0.4, -1.7], [-2.5, -1.0, -3.4], [3.2, -2.0, 2.6], [1.1, -0.3, -3.7], [-1.4, -0.8, 0.4], [0.6, 3.6, -1.6], [2.3, 1.3, 2.3], [-6.3, 1.4, 10.0], [7.0, -4.1, -6.9], [7.3, -8.4, -3.8]],
  "max_force_ev_per_a": 12.14,
  "multiplicity": 1,
  "e_above_lowest_kcal_mol": 187.8,
  "molar_mass_g_mol": 150.18,
  "homo_lumo_gap_ev": 9.2,
  "e_tot_ha": -495.31428,
  "lumo_ev": 0.5
}

6.
{
  "formula": "C7H13NO",
  "method": "ωB97M-V with the def2-TZVPD basis set",
  "species": ["C", "C", "C", "C", "C", "C", "C", "O", "N", "H", "H", "H", "H", "H", "H", "H", "H", "H", "H", "H", "H", "H"],
  "coordinates": [[0.84270, 0.59208, 0.41412], [-2.15725, 0.73359, 0.93889], [0.45448, -1.64661, 1.72207], [-0.08058, 1.44435, -1.88759], [-0.09498, -0.52721, 0.86616], [0.66017, 0.42665, -1.07847], [0.86377, -0.84834, -1.53272], [1.89747, -1.68645, -1.19398], [-1.40350, -0.47536, 0.70478], [2.41588, -1.29894, -0.47505], [0.46633, -1.16139, -2.49454], [0.51484, 1.56740, 0.77981], [1.88298, 0.42460, 0.71862], [-2.67424, 0.98941, 0.00993], [-2.92330, 0.52787, 1.69818], [-1.61038, 1.60680, 1.31732], [1.51448, -1.81037, 1.52104], [-0.07216, -2.57920, 1.50429], [0.31150, -1.40736, 2.78018], [-0.89424, 0.98596, -2.45716], [-0.52319, 2.22107, -1.26037], [0.60920, 1.92145, -2.59550]],
  "forces_ev_per_angstrom": [[0.1, -0.1, 0.0], [-0.2, 0.2, -1.2], [0.3, -0.7, -1.4], [-0.3, -0.1, 0.0], [-3.2, 1.0, 1.2], [0.1, -2.0, -0.1], [1.3, 2.3, -1.8], [-0.6, -0.3, 0.9], [2.8, -0.8, 2.6], [-0.1, -0.1, -0.1], [-0.1, 0.0, 0.0], [0.1, 0.0, -0.1], [-0.2, 0.1, 0.3], [-0.2, 0.4, 0.1], [0.1, -0.2, -0.2], [0.3, -0.1, -0.3], [0.1, -0.1, 0.3], [-0.1, 0.1, 0.1], [0.0, 0.2, -0.2], [0.1, 0.0, -0.1], [0.1, 0.0, 0.0], [-0.2, 0.0, 0.1]],
  "max_force_ev_per_a": 3.86,
  "smiles": "C/N=C(/C)C/C(C)=C\\O",
  "multiplicity": 1,
  "e_above_lowest_kcal_mol": 75.8,
  "molar_mass_g_mol": 127.19,
  "homo_lumo_gap_ev": 8.6,
  "e_tot_ha": -404.40662,
  "lumo_ev": 0.7
}